Entry 1:
Computed, not measured: a cluster of 2 separate species, C45H51N3O4P in total in a non-equilibrium geometry, with ωB97M-V/def2-TZVPD.

Properties
- energy (hartree) = -2551.6631
- highest occupied orbital energy (eV) = -9.615
- relative energy (zero: lowest compared OMol25 entry of this formula, charge and spin) (kcal/mol) = 0.0

```
! wB97M-V def2-TZVPD RIJCOSX def2/J DEFGRID3
* xyz 1 1
C 5.32 1.59 -4.60
O 3.92 1.63 -4.92
C 3.07 0.87 -4.16
C 1.72 0.85 -4.56
C 0.82 0.06 -3.87
C 1.23 -0.73 -2.78
P 0.14 -1.89 -1.86
C -1.43 -1.56 -2.79
C -1.88 -2.27 -3.92
C -3.01 -1.89 -4.61
C -3.75 -0.77 -4.17
O -4.83 -0.42 -4.93
C -5.56 0.77 -4.57
C -3.34 -0.05 -3.02
C -2.20 -0.46 -2.35
C 0.60 -3.44 -2.78
C -0.03 -4.64 -2.37
C 0.19 -5.83 -3.04
C 1.06 -5.86 -4.15
O 1.30 -6.97 -4.90
C 0.57 -8.17 -4.58
C 1.72 -4.67 -4.55
C 1.49 -3.49 -3.87
C 2.57 -0.67 -2.37
C 3.50 0.11 -3.04
H 5.78 2.24 -5.34
H 5.51 1.98 -3.59
H 5.72 0.57 -4.68
H 1.41 1.44 -5.42
H -0.22 0.04 -4.21
H -1.32 -3.13 -4.29
H -3.35 -2.43 -5.49
H -6.34 0.85 -5.32
H -6.00 0.67 -3.57
H -4.90 1.66 -4.60
H -3.91 0.82 -2.68
H -1.87 0.11 -1.47
H -0.72 -4.62 -1.52
H -0.32 -6.75 -2.72
H 0.91 -8.90 -5.32
H 0.82 -8.52 -3.57
H -0.51 -8.01 -4.67
H 2.39 -4.71 -5.41
H 2.00 -2.59 -4.21
H 2.91 -1.27 -1.52
H 4.54 0.13 -2.73
C -2.26 4.44 5.91
N -2.26 3.60 4.73
C -3.37 3.49 3.94
O -4.45 4.03 4.16
C -3.00 2.58 2.77
C -3.00 3.32 1.43
C -4.37 3.86 1.06
C -5.29 3.03 0.42
C -6.57 3.51 0.12
C -6.93 4.82 0.46
C -6.01 5.64 1.12
C -4.73 5.16 1.41
N -1.68 2.08 3.16
C -1.03 1.16 2.42
C 0.25 0.68 2.71
C 0.95 -0.27 1.95
C 2.26 -0.73 2.33
C 2.93 -1.71 1.54
C 4.20 -2.16 1.87
C 4.86 -1.67 3.03
N 6.14 -2.14 3.37
C 7.34 -1.36 3.11
C 6.34 -3.20 4.34
C 4.21 -0.71 3.83
C 2.94 -0.26 3.49
C -1.15 2.72 4.39
C 0.11 3.56 4.12
C -0.92 1.71 5.53
H -3.19 5.03 5.93
H -2.21 3.84 6.82
H -1.41 5.12 5.90
H -3.73 1.75 2.74
H -2.27 4.15 1.50
H -2.65 2.62 0.66
H -5.00 2.00 0.17
H -7.29 2.86 -0.39
H -7.93 5.20 0.23
H -6.28 6.66 1.41
H -4.00 5.80 1.92
H -1.57 0.80 1.54
H 0.73 1.07 3.60
H 0.49 -0.68 1.05
H 2.42 -2.11 0.67
H 4.71 -2.90 1.25
H 7.10 -0.50 2.47
H 7.79 -1.00 4.05
H 8.08 -1.99 2.60
H 5.37 -3.66 4.59
H 7.00 -3.97 3.91
H 6.81 -2.82 5.26
H 4.72 -0.34 4.72
H 2.47 0.47 4.15
H -0.12 4.34 3.38
H 0.43 4.04 5.06
H 0.93 2.95 3.74
H -1.87 1.22 5.77
H -0.19 0.95 5.25
H -0.56 2.25 6.42
*
```

***

Entry 2:
Computed, not measured: a cluster of 2 separate species, C45H51OSi in total in a non-equilibrium geometry, with ωB97M-V/def2-TZVPD.

Properties
- energy (hartree) = -2109.7836
- highest occupied orbital energy (eV) = -10.628

```
! wB97M-V def2-TZVPD RIJCOSX def2/J DEFGRID3
* xyz 1 1
C 2.96 -0.06 5.82
C 2.29 0.24 4.52
C 0.98 0.76 4.48
C 0.37 1.14 3.29
C -1.00 1.75 3.45
C 1.01 0.93 2.05
C 0.49 1.50 0.70
C 0.55 3.04 0.74
C -0.92 1.03 0.20
C -0.96 -0.05 -0.90
C -1.72 -1.26 -0.39
C -1.04 -2.42 0.09
C 0.45 -2.53 0.19
C -1.75 -3.51 0.63
C -3.13 -3.49 0.81
C -3.86 -4.70 1.31
C -3.79 -2.30 0.46
C -3.11 -1.21 -0.09
C -3.92 0.05 -0.24
C 2.31 0.37 2.08
C 3.11 0.15 0.82
C 2.91 0.02 3.28
H 3.96 -0.49 5.64
H 3.09 0.85 6.42
H 2.38 -0.77 6.42
H 0.46 0.90 5.42
H -1.26 2.47 2.66
H -1.78 0.98 3.48
H -1.05 2.28 4.42
H 1.21 1.18 -0.04
H 1.59 3.35 0.93
H 0.25 3.49 -0.22
H -0.07 3.46 1.53
H -1.45 0.61 1.08
H -1.53 1.92 -0.10
H 0.03 -0.37 -1.28
H 0.70 -3.56 0.45
H 0.94 -2.29 -0.76
H 0.91 -1.90 0.99
H -1.19 -4.40 0.90
H -4.94 -4.53 1.32
H -3.67 -5.58 0.68
H -3.57 -4.99 2.33
H -4.87 -2.25 0.61
H -4.96 -0.22 -0.42
H -3.90 0.70 0.65
H -3.56 0.63 -1.10
H 4.06 -0.34 1.06
H 2.58 -0.52 0.11
H 3.35 1.09 0.30
H 3.91 -0.42 3.27
C 2.42 4.20 -7.44
C 2.52 2.89 -7.92
C 1.42 2.02 -7.82
C 0.24 2.43 -7.18
Si -1.24 1.29 -6.93
C -2.56 2.23 -7.92
C -2.23 3.01 -9.04
C -3.22 3.60 -9.84
C -4.57 3.43 -9.53
C -4.91 2.66 -8.42
C -3.92 2.06 -7.62
C -0.92 -0.28 -7.92
C -0.92 -0.28 -9.33
C -0.63 -1.45 -10.05
C -0.35 -2.64 -9.37
C -0.35 -2.65 -7.98
C -0.65 -1.48 -7.26
O -1.55 0.84 -5.20
C -0.71 0.72 -4.17
C -1.01 0.91 -2.76
C -0.04 2.00 -2.37
C 1.09 2.02 -3.47
C 0.78 0.85 -4.39
C 0.13 3.77 -6.78
C 1.22 4.64 -6.88
H 3.28 4.88 -7.49
H 3.45 2.55 -8.38
H 1.50 1.01 -8.25
H -1.19 3.19 -9.31
H -2.94 4.20 -10.70
H -5.35 3.88 -10.16
H -5.96 2.52 -8.17
H -4.20 1.47 -6.75
H -1.15 0.63 -9.89
H -0.63 -1.44 -11.14
H -0.13 -3.56 -9.93
H -0.13 -3.56 -7.43
H -0.66 -1.51 -6.17
H -2.09 0.96 -2.43
H -0.53 2.96 -2.25
H 0.51 1.80 -1.45
H 1.01 3.00 -3.99
H 2.08 1.98 -3.00
H 1.30 -0.06 -4.06
H 1.08 1.08 -5.41
H -0.83 4.13 -6.39
H 1.11 5.66 -6.53
*
```

***

Q: Look up the highest occupied orbital energy of the first one.
A: -9.615 eV